The following is a quantum chemistry calculation of a 9-piece molecular cluster, C33H59N3O20 overall in a non-equilibrium geometry, from the Open Molecules 2025 dataset.

Structure (XYZ):
```
115
Properties=species:S:1:pos:R:3:forces:R:3:mulliken_charge:R:1
C -1.770802 -0.364816 -3.319028 0.3411 0.8089 1.4848 -0.27
C -0.924681 0.133967 -4.428789 1.4811 -0.8751 -0.5354 0.35
C -1.348595 1.425043 -5.164567 -0.2630 -0.6838 1.7425 -0.55
O -0.306270 2.342169 -4.915083 1.5218 0.0115 0.3086 -0.36
C 0.716697 1.737839 -4.248574 -0.2248 0.3423 2.2791 0.48
O 1.686661 2.313296 -3.817976 -0.3707 -0.1454 -1.0350 -0.53
O 0.419792 0.476272 -3.854054 -1.2314 0.6354 -1.7967 -0.17
H -1.188645 -1.098076 -2.720690 -0.4603 0.0820 -0.7128 -0.46
H -2.667377 -0.850416 -3.766594 0.2886 0.5993 0.8251 0.42
H -1.865478 0.504474 -2.599844 -0.9406 -0.9868 -0.7992 -0.01
H -0.786989 -0.706374 -5.121858 0.3518 0.3641 -0.0035 0.50
H -2.263896 1.806081 -4.678463 0.2004 0.0221 -0.6973 0.31
H -1.370621 1.269616 -6.215367 -0.6238 -0.0531 -0.8686 0.34
C 0.815966 0.169122 -0.147827 -0.5587 -0.1426 -0.0312 1.44
C 0.458621 -1.314086 0.053458 -1.2364 1.1764 -0.2206 0.44
C 1.399293 -2.160792 0.906142 -1.0924 2.0453 1.6625 -0.19
O 0.496896 -2.783666 1.895608 0.3549 1.1004 -0.5039 -0.43
C -0.664585 -2.076265 1.922897 0.0624 -1.1712 -0.0781 0.25
O -1.480870 -2.236123 2.795806 0.1286 0.4608 -0.4920 -0.65
O -0.811769 -1.318231 0.829125 0.8016 -0.3269 0.2891 0.11
H 0.108362 0.717536 -0.820548 0.5536 -0.8274 0.3580 -0.64
H 1.818482 0.186371 -0.542140 0.2620 0.2495 -0.3038 -1.07
H 0.802255 0.729120 0.788723 0.0718 -0.2649 0.1779 0.00
H 0.253978 -1.738733 -0.923127 -0.2200 -0.3932 -0.0401 0.09
H 2.023971 -1.385125 1.422236 0.0155 -1.3197 -0.1491 0.19
H 1.923143 -2.922674 0.402039 0.6674 -0.6484 -0.4635 0.49
C -3.555326 -2.139304 -0.513569 -0.3783 -0.0517 0.0295 -0.54
C -4.138976 -0.726829 -0.457866 -1.9041 -2.8632 -1.5252 0.35
C -4.968317 -0.376995 0.790853 1.4340 0.4970 0.3901 -0.64
O -4.280315 0.816442 1.228375 -0.1824 0.3411 0.1187 -0.50
C -3.154430 0.992358 0.525003 -0.2518 -1.2641 -1.4528 0.01
O -2.316367 1.785562 0.719690 0.9921 1.4848 0.6628 -0.21
O -3.078136 0.098210 -0.519233 1.3314 2.9842 1.6625 0.30
H -3.117898 -2.451501 0.451235 -0.3384 0.1211 -0.3854 0.11
H -2.759668 -2.174478 -1.273434 -0.3542 0.0809 0.2407 -0.42
H -4.364759 -2.785371 -0.834926 0.0122 -0.6106 0.1442 0.62
H -4.753494 -0.543424 -1.373875 0.2080 -0.2477 0.5444 0.26
H -4.844423 -1.054159 1.641258 -0.3139 -0.3620 -0.4381 0.30
H -5.997696 -0.130794 0.582594 -0.2400 -0.0302 0.0202 0.32
C -0.117908 6.206039 -0.402311 -1.4954 -1.4698 0.8565 -1.75
C -0.276382 5.094664 -1.401711 0.3710 -0.3089 -0.0599 0.49
C 0.104573 3.682263 -1.006327 0.6035 -0.6416 -0.6211 0.94
O -0.845067 2.845225 -1.659602 -1.1362 0.5636 -1.3677 0.15
C -1.860968 3.640263 -2.088671 -1.6912 -1.2652 0.5901 0.38
O -2.941687 3.279369 -2.485636 1.1240 -0.4920 -0.2362 -0.64
O -1.621399 4.913802 -1.862116 0.6651 1.5336 0.1294 -0.42
H -0.204610 7.086335 -0.939268 -0.4805 2.0249 -0.8198 0.48
H 0.867874 6.199716 -0.037556 1.3964 -0.2096 0.6692 0.45
H -0.831174 6.193874 0.444957 0.3157 -0.1679 -0.4999 0.28
H 0.360998 5.383700 -2.231979 -0.1704 -0.0485 -0.5489 0.30
H -0.046122 3.430597 0.025592 0.6089 0.1790 0.7864 -0.63
H 1.071453 3.412779 -1.462730 -0.1444 0.0508 0.8389 -0.01
C -0.186217 -5.963468 4.397582 -0.7729 0.4408 0.2240 -1.27
C -0.859555 -6.460385 3.131537 0.2638 0.0171 -0.1869 0.29
C -2.002888 -5.509676 2.680556 -0.6813 0.2025 0.4778 -0.25
O -1.490364 -4.951581 1.471027 -0.9208 0.8726 -0.0679 -0.14
C -0.376670 -5.534839 1.094630 1.3301 -0.6586 -1.0445 0.67
O 0.221968 -5.348447 0.067362 -0.5553 0.3668 0.2792 -0.57
O 0.019944 -6.450636 1.977982 -0.0673 -0.3767 1.0350 -0.41
H 0.599068 -6.612582 4.773418 -0.0363 -0.2286 -0.1261 0.39
H -1.029960 -5.937792 5.142199 1.0023 0.2108 -0.3750 0.34
H 0.246506 -4.967399 4.241742 -0.2999 -0.0670 0.1607 0.23
H -1.115938 -7.495258 3.316709 -0.4892 -0.2116 -0.3536 0.32
H -2.098282 -4.703540 3.454846 -0.1379 -0.5188 -0.9458 0.19
H -3.024118 -5.919735 2.403322 1.3266 0.0741 0.6875 0.24
C 3.265864 2.985888 0.599587 -0.7914 -0.2534 -0.8472 0.51
C 3.637139 2.596094 1.977317 -0.5762 -0.1828 1.8392 -0.49
O 3.537452 3.761065 2.846154 0.1293 0.6255 0.0827 -0.39
C 3.275450 3.519458 4.138236 -0.2575 -0.9337 0.6614 0.91
C 2.643942 4.690843 4.836334 -0.7120 -1.5490 1.2724 -1.07
O 3.409250 2.443484 4.686857 0.1420 0.6738 -0.6477 -0.59
H 2.297050 3.548592 0.606137 0.9304 -0.5425 0.0110 -0.33
H 3.112647 2.027628 0.050597 -0.0014 0.7633 0.1021 -0.52
H 4.036071 3.557639 0.093343 0.0773 0.2245 -0.1245 0.60
H 2.831134 1.981119 2.397066 0.7567 -0.5642 -0.4485 0.13
H 4.632356 2.151787 2.114315 -0.3509 0.0394 -0.1911 0.45
H 1.573439 4.478878 4.954948 0.0954 -0.0450 -0.3957 0.10
H 2.769293 5.581654 4.348539 0.2366 2.1823 -1.4908 0.38
H 2.948402 4.841721 5.861779 0.5911 -0.3814 0.2260 0.38
C -1.737455 4.277362 4.122417 -0.5969 -0.3603 -0.6469 -1.06
N -1.195340 3.143059 3.392411 1.8968 -0.3910 -0.4442 0.48
C -1.687903 1.811435 3.719176 0.7607 -0.7589 -0.5273 -0.92
C 0.018299 3.257221 2.760802 -0.5722 1.3285 0.9124 -0.17
O 0.772150 2.381989 2.386694 -0.7212 -0.0618 -0.0702 -0.67
H -1.242237 5.192201 3.820869 0.4886 0.0845 0.1687 0.38
H -1.685599 4.117320 5.215964 -0.0899 0.1716 -0.5082 0.30
H -2.761528 4.432476 3.767388 -0.1698 -0.1422 0.5547 0.34
H -2.645895 1.679091 3.180544 0.5452 -0.3527 0.4449 0.16
H -0.891262 1.004731 3.424439 -1.6722 1.6216 0.4368 0.17
H -1.831127 1.810177 4.801331 -0.1585 -0.4204 0.0014 0.42
H 0.282167 4.353298 2.672484 0.0010 -0.6757 -0.1516 0.41
C 4.887233 1.412646 -2.658371 -0.0798 -2.4361 -0.6949 -0.85
N 4.777511 0.466865 -1.505120 1.4411 1.9720 -1.3435 0.19
C 5.631887 0.842191 -0.359888 -1.7420 -0.1798 0.3789 -1.14
C 3.954447 -0.584020 -1.526774 -0.4592 -0.8872 1.5060 0.11
O 3.775234 -1.298124 -0.529892 0.1404 0.3051 -1.1332 -0.63
H 4.357587 0.977211 -3.558171 0.4775 0.5801 1.0861 0.29
H 5.940421 1.544107 -2.917584 -0.0651 -0.0258 0.0389 0.36
H 4.462149 2.347542 -2.405056 -0.5457 0.9741 0.2216 0.27
H 5.749832 1.917857 -0.261881 -0.1893 0.1306 -0.4554 0.39
H 5.104483 0.519735 0.522742 -0.1337 -0.2010 0.4319 0.31
H 6.602276 0.410429 -0.293707 0.8012 -0.6800 -0.6173 0.43
H 3.384875 -0.758769 -2.474360 0.4891 0.3442 0.4038 0.26
C -0.788356 -6.546811 -3.535650 0.8710 -0.5109 0.1103 -0.89
N -1.255740 -5.197777 -3.809952 1.3196 0.0110 0.1030 0.11
C -2.248573 -4.691765 -2.910612 -1.0619 -0.7299 0.0724 -0.86
C -0.501284 -4.252598 -4.459399 -1.1949 -0.9286 1.7855 -0.03
O -0.772452 -3.076446 -4.383419 0.2656 0.5971 -0.6422 -0.54
H -1.520483 -7.252812 -3.887266 -0.6257 -0.3691 0.3235 0.34
H -0.476141 -6.758046 -2.482283 -0.6968 0.5491 -0.5501 0.24
H 0.094216 -6.857104 -4.094336 0.2079 0.6873 -0.3707 0.36
H -2.822300 -3.955092 -3.451837 -0.3066 0.3135 0.1746 0.32
H -2.892488 -5.533786 -2.623839 -0.0458 0.2525 -0.1454 0.37
H -1.863382 -4.284432 -1.983110 0.4205 0.2553 0.0966 0.20
H 0.348445 -4.695688 -4.929168 0.9082 -0.1342 -0.8902 0.41
```
Positions in Å, forces in eV/Å.

Output
Orbital gap: 10.0 eV
Charge: 0
SMILES: C[C@H]1COC(=O)O1.C[C@H]1COC(=O)O1.C[C@H]1COC(=O)O1.C[C@H]1COC(=O)O1.C[C@H]1COC(=O)O1.CCOC(C)=O.CN(C)C=O.CN(C)C=O.CN(C)C=O
E: -80598.9227 eV